Entry 1:
109
Properties=species:S:1:pos:R:3:mulliken_charge:R:1 method="wB97M-V/def2-TZVPD" de_lowest_kj_mol=604.4 charge=+4 e_homo_ev="-18.23 / -18.23" gap_ev="5.36 / 5.36"
Pt 2.05 0.53 -1.33 2.637
N 1.37 1.04 0.54 -1.182
S 0.32 1.07 1.61 1.869
N -1.22 0.81 1.21 0.057
S -1.97 -0.56 1.09 0.454
N -1.32 -1.56 0.08 0.118
S -0.92 -1.23 -1.46 1.456
N 0.40 -0.59 -1.72 -0.230
C -2.19 -0.21 -2.23 0.425
C -3.17 -0.79 -3.01 -0.491
C -4.11 0.03 -3.61 -0.961
C -4.06 1.40 -3.42 -1.011
C -3.06 1.97 -2.63 -0.898
C -2.11 1.16 -2.03 0.458
C -0.98 -2.82 -2.28 0.110
C -0.43 -2.85 -3.55 -0.442
C -0.50 -4.03 -4.27 -0.832
C -1.10 -5.15 -3.71 -0.640
C -1.62 -5.10 -2.42 -0.905
C -1.56 -3.92 -1.69 -0.094
C -3.65 -0.19 0.61 0.828
C -4.15 1.09 0.53 0.104
C -5.48 1.25 0.16 -0.831
C -6.27 0.15 -0.11 -0.691
C -5.75 -1.14 0.00 -0.797
C -4.43 -1.32 0.36 -1.139
C -2.10 -1.43 2.63 0.909
C -2.63 -0.69 3.68 -1.061
C -2.79 -1.31 4.91 -0.816
C -2.42 -2.64 5.07 -0.708
C -1.90 -3.36 4.00 -0.726
C -1.75 -2.76 2.76 0.128
C 0.83 -0.04 2.92 0.388
C 1.16 -1.34 2.55 -0.361
C 1.61 -2.21 3.53 -0.893
C 1.75 -1.77 4.84 -0.992
C 1.41 -0.47 5.19 -1.029
C 0.94 0.41 4.22 -0.671
C 0.33 2.70 2.34 -0.034
C 1.58 3.27 2.54 -0.424
C 1.64 4.49 3.20 -1.016
C 0.47 5.12 3.61 -0.694
C -0.77 4.53 3.39 -0.860
C -0.85 3.30 2.74 -0.147
H -3.20 -1.87 -3.16 0.593
H -4.88 -0.41 -4.24 0.549
H -4.79 2.04 -3.90 0.538
H -3.03 3.04 -2.48 0.620
H -1.31 1.58 -1.42 0.132
H 0.04 -1.97 -3.97 0.397
H -0.10 -4.07 -5.27 0.496
H -1.15 -6.07 -4.27 0.460
H -2.08 -5.98 -1.98 0.508
H -1.96 -3.86 -0.69 0.321
H -3.52 1.94 0.75 0.387
H -5.90 2.25 0.09 0.528
H -7.31 0.28 -0.39 0.484
H -6.37 -2.00 -0.19 0.529
H -4.01 -2.31 0.47 0.316
H -2.93 0.34 3.53 0.337
H -3.21 -0.76 5.74 0.528
H -2.54 -3.12 6.03 0.491
H -1.63 -4.40 4.13 0.532
H -1.36 -3.30 1.91 0.428
H 1.07 -1.64 1.51 1.091
H 1.87 -3.23 3.27 0.669
H 2.15 -2.44 5.59 0.510
H 1.53 -0.13 6.21 0.535
H 0.67 1.43 4.48 0.585
H 2.47 2.76 2.21 0.583
H 2.60 4.95 3.39 0.510
H 0.53 6.08 4.11 0.474
H -1.67 5.02 3.71 0.523
H -1.80 2.82 2.56 0.331
C 4.72 -3.89 1.44 -1.607
C 4.38 -3.16 0.18 0.521
C 4.79 -3.64 -1.07 -0.448
C 4.45 -2.97 -2.23 -0.772
C 3.71 -1.82 -2.10 0.497
Br 3.18 -0.77 -3.59 0.063
N 3.32 -1.34 -0.93 -0.152
C 3.65 -1.98 0.20 -0.607
H 5.72 -4.32 1.37 0.497
H 4.03 -4.72 1.59 0.301
H 4.68 -3.25 2.32 0.392
H 5.40 -4.54 -1.12 0.533
H 4.74 -3.33 -3.21 0.540
H 3.32 -1.52 1.12 0.791
C 5.86 3.03 -1.90 -1.469
C 4.43 2.77 -1.57 0.577
O 4.01 1.60 -1.42 -0.635
N 3.65 3.84 -1.44 0.097
C 2.25 3.77 -1.05 -0.247
C 1.38 3.47 -2.24 0.961
C 0.64 4.45 -2.88 -0.835
C -0.09 4.12 -4.01 -0.653
C -0.04 2.82 -4.50 -0.917
C 0.70 1.89 -3.80 0.104
N 1.36 2.20 -2.68 0.171
H 6.49 2.22 -1.52 0.370
H 6.21 3.98 -1.50 0.442
H 5.98 3.05 -2.99 0.329
H 4.03 4.75 -1.65 0.309
H 1.97 4.72 -0.60 0.736
H 2.13 2.98 -0.31 -0.905
H 0.65 5.46 -2.49 0.565
H -0.69 4.88 -4.50 0.515
H -0.56 2.54 -5.40 0.561
H 0.76 0.86 -4.14 0.019

Entry 2:
113
Properties=species:S:1:pos:R:3:mulliken_charge:R:1 method="wB97M-V/def2-TZVPD" multiplicity=2 de_lowest_kj_mol=199.0 charge=0 e_homo_ev="-7.24 / -7.24" gap_ev="7.14 / 3.78"
Rb -1.22 0.31 -1.48 0.969
O 0.05 2.23 3.60 -0.544
C -0.70 1.23 3.16 0.088
O -0.39 0.06 3.25 -0.598
C -2.02 1.64 2.59 0.243
C -2.73 2.74 3.03 -0.329
C -4.03 2.89 2.55 -0.953
C -4.53 1.97 1.65 -0.384
C -3.69 0.95 1.20 0.209
N -2.47 0.79 1.67 0.615
C -4.18 -0.03 0.10 0.201
O -5.40 -0.05 -0.08 -0.841
O -3.27 -0.67 -0.49 -0.525
H 0.90 1.84 3.90 0.428
H -2.30 3.42 3.75 0.567
H -4.65 3.71 2.90 0.457
H -5.53 2.03 1.25 0.558
C 1.49 -3.14 0.42 -0.922
C 0.89 -2.55 1.70 -0.244
As 2.05 -1.96 3.21 0.377
C 2.83 -0.29 2.59 0.461
C 2.31 0.50 1.57 1.360
C 2.83 1.76 1.30 -0.970
C 3.90 2.24 2.04 -0.680
C 4.44 1.46 3.06 -1.011
C 3.90 0.21 3.34 -0.483
C 3.54 -3.20 2.95 -0.077
C 3.32 -4.50 3.41 -0.467
C 4.31 -5.46 3.32 -0.685
C 5.55 -5.13 2.78 -0.571
C 5.78 -3.84 2.33 -0.547
C 4.77 -2.88 2.39 0.322
As 1.80 -1.76 -0.98 0.583
C 3.76 -1.72 -0.92 0.390
C 4.43 -0.51 -0.86 -0.635
C 5.82 -0.48 -0.83 -0.726
C 6.55 -1.66 -0.88 -0.443
C 5.88 -2.88 -0.97 -0.936
C 4.49 -2.91 -0.98 -0.078
C 1.57 -2.89 -2.56 0.575
C 0.45 -3.72 -2.66 -0.148
C 0.23 -4.47 -3.81 -0.541
C 1.11 -4.40 -4.87 -0.539
C 2.22 -3.56 -4.79 -0.696
C 2.44 -2.81 -3.64 -0.529
H 0.79 -3.85 -0.01 0.578
H 2.41 -3.69 0.62 0.329
H 0.26 -3.30 2.19 0.797
H 0.25 -1.69 1.49 -0.476
H 1.48 0.14 0.97 -0.038
H 2.41 2.35 0.50 0.086
H 4.32 3.21 1.82 0.455
H 5.27 1.83 3.65 0.384
H 4.31 -0.38 4.15 0.510
H 2.37 -4.76 3.87 0.339
H 4.13 -6.47 3.68 0.396
H 6.34 -5.88 2.72 0.392
H 6.73 -3.58 1.89 0.474
H 4.95 -1.89 1.99 0.193
H 3.87 0.41 -0.87 0.396
H 6.33 0.47 -0.78 0.435
H 7.63 -1.63 -0.87 0.394
H 6.44 -3.80 -1.02 0.439
H 3.98 -3.86 -1.06 0.428
H -0.26 -3.78 -1.85 -0.055
H -0.65 -5.11 -3.87 0.393
H 0.94 -4.98 -5.76 0.381
H 2.90 -3.48 -5.62 0.401
H 3.30 -2.14 -3.59 0.424
Cl -0.83 2.52 -3.55 -0.336
Ge 0.94 2.63 -2.08 0.327
Cl 2.02 0.82 -3.09 -0.375
Cl 2.03 4.35 -3.08 -0.459
C -3.58 6.81 -1.81 -1.119
N -2.55 5.92 -1.33 -0.118
N -2.67 4.54 -1.41 0.908
C -1.79 3.95 -0.50 -1.171
O -1.59 2.73 -0.41 0.343
C -1.15 5.05 0.16 -0.746
C -1.64 6.20 -0.36 0.846
C -1.35 7.61 0.00 -1.595
C -3.38 3.92 -2.47 -0.642
C -3.24 4.39 -3.77 0.685
C -3.90 3.74 -4.80 -0.651
C -4.66 2.61 -4.54 -0.498
C -4.79 2.14 -3.24 -0.867
C -4.16 2.81 -2.20 -0.350
H -4.40 6.23 -2.21 0.392
H -3.20 7.46 -2.61 0.339
H -3.96 7.43 -1.00 0.391
H -0.37 4.94 0.90 0.507
H -0.46 7.65 0.63 0.385
H -2.18 8.06 0.55 0.318
H -1.16 8.22 -0.89 0.330
H -2.57 5.22 -3.97 0.460
H -3.77 4.10 -5.81 0.369
H -5.16 2.10 -5.36 0.403
H -5.37 1.25 -3.02 0.499
H -4.25 2.46 -1.19 0.445
N -2.63 -1.92 2.53 0.215
C -3.35 -2.74 1.79 0.521
C -4.61 -3.23 2.28 -0.631
C -5.33 -4.10 1.52 -0.658
C -4.82 -4.54 0.28 -0.495
C -3.59 -4.09 -0.20 -0.678
C -2.86 -3.19 0.52 0.126
H -3.00 -1.57 3.40 0.357
H -1.87 -1.36 2.14 -0.469
H -4.98 -2.87 3.23 0.384
H -6.28 -4.45 1.87 0.405
H -5.41 -5.23 -0.31 0.403
H -3.23 -4.43 -1.16 0.512
H -1.91 -2.81 0.15 0.630

Entry 3:
108
Properties=species:S:1:pos:R:3:mulliken_charge:R:1 method="wB97M-V/def2-TZVPD" de_lowest_kj_mol=92.5 charge=-1 e_homo_ev=-4.74 gap_ev=6.89
Pb -0.73 -1.25 1.01 0.790
S -2.95 -2.60 2.08 -0.535
C -3.00 -1.21 3.16 0.447
C -4.06 -1.01 4.06 -0.818
C -4.04 0.09 4.89 -0.292
C -2.99 1.00 4.82 -0.879
C -1.99 0.76 3.90 -0.576
N -1.99 -0.31 3.10 0.124
H -4.86 -1.74 4.09 0.431
H -4.85 0.25 5.59 0.341
H -2.96 1.89 5.44 0.435
H -1.18 1.46 3.76 0.524
O -0.86 2.35 1.64 -0.584
As -1.72 2.83 0.30 1.329
C -2.33 1.58 -1.06 0.548
C -3.15 0.54 -0.66 -0.471
C -3.66 -0.35 -1.60 -1.023
C -3.34 -0.18 -2.95 -0.433
C -2.52 0.87 -3.34 -0.715
C -2.01 1.76 -2.40 -0.677
C -3.46 3.29 1.15 0.452
C -3.36 3.90 2.41 -0.825
C -4.49 4.32 3.09 -0.600
C -5.75 4.15 2.53 -0.486
C -5.87 3.54 1.29 -0.673
C -4.73 3.12 0.60 -0.024
C -1.41 4.59 -0.45 0.506
C -0.31 5.33 -0.04 -0.362
C -0.15 6.63 -0.52 -0.781
C -1.06 7.18 -1.40 -0.433
C -2.16 6.43 -1.82 -0.844
C -2.34 5.13 -1.34 -0.121
H -3.41 0.43 0.39 0.795
H -4.29 -1.17 -1.28 0.414
H -3.72 -0.87 -3.69 0.386
H -2.26 0.99 -4.39 0.402
H -1.34 2.56 -2.70 0.450
H -2.38 4.02 2.85 0.363
H -4.39 4.79 4.07 0.403
H -6.64 4.46 3.07 0.372
H -6.85 3.40 0.84 0.402
H -4.85 2.65 -0.37 0.384
H 0.41 4.88 0.62 0.331
H 0.71 7.21 -0.20 0.379
H -0.93 8.19 -1.77 0.366
H -2.88 6.85 -2.51 0.398
H -3.20 4.56 -1.65 0.347
C 3.19 -0.16 0.68 -0.410
N 3.38 -0.12 2.18 0.332
C 4.32 0.97 2.57 -0.941
C 2.04 -0.05 2.92 -0.025
C 1.66 -1.44 3.36 0.832
C 2.47 -2.03 4.34 -0.584
C 2.29 -3.35 4.71 -0.614
C 1.28 -4.08 4.08 -0.953
C 0.47 -3.48 3.12 -0.334
C 0.63 -2.15 2.74 0.145
H 4.17 -0.31 0.22 0.518
H 2.77 0.78 0.35 0.271
H 2.53 -0.99 0.44 -0.333
H 3.77 -1.01 2.45 0.471
H 3.90 1.91 2.23 0.360
H 5.27 0.80 2.09 0.352
H 4.43 0.98 3.66 0.353
H 1.31 0.40 2.24 -0.885
H 2.19 0.62 3.76 0.531
H 3.26 -1.44 4.83 0.374
H 2.91 -3.80 5.47 0.406
H 1.12 -5.12 4.36 0.406
H -0.33 -4.08 2.67 0.371
O 1.22 -2.19 -0.23 0.574
Si 1.73 -2.45 -1.71 -1.273
C 0.32 -2.72 -2.94 0.455
C -0.94 -3.11 -2.44 -0.231
C -2.02 -3.34 -3.29 -0.891
C -1.87 -3.18 -4.66 -0.305
C -0.64 -2.79 -5.18 -0.761
C 0.44 -2.57 -4.33 -0.024
C 2.78 -4.04 -1.74 0.148
C 3.38 -4.56 -2.90 -0.012
C 4.13 -5.73 -2.87 -0.704
C 4.30 -6.41 -1.66 -0.454
C 3.72 -5.92 -0.50 -0.589
C 2.96 -4.74 -0.54 -0.609
C 2.85 -1.12 -2.46 0.586
C 2.31 0.03 -3.06 -0.196
C 3.12 1.02 -3.59 -0.562
C 4.51 0.90 -3.53 -0.510
C 5.07 -0.23 -2.94 -0.662
C 4.25 -1.22 -2.41 -0.345
H -1.07 -3.23 -1.37 0.344
H -2.98 -3.63 -2.88 0.378
H -2.71 -3.35 -5.33 0.393
H -0.52 -2.67 -6.25 0.386
H 1.39 -2.24 -4.75 0.298
H 3.25 -4.04 -3.85 0.302
H 4.58 -6.11 -3.78 0.370
H 4.89 -7.32 -1.63 0.353
H 3.84 -6.45 0.44 0.413
H 2.49 -4.36 0.36 0.374
H 1.23 0.16 -3.09 0.323
H 2.68 1.91 -4.03 0.380
H 5.14 1.67 -3.95 0.356
H 6.15 -0.33 -2.88 0.406
H 4.70 -2.10 -1.96 0.425
O 1.53 2.96 -0.53 -0.718
N 0.50 2.29 -0.70 -0.089
O 0.62 1.09 -0.91 0.063

Entry 4:
116
Properties=species:S:1:pos:R:3:mulliken_charge:R:1 method="wB97M-V/def2-TZVPD" multiplicity=2 de_lowest_kj_mol=144.0 charge=+3 e_homo_ev="-15.19 / -15.34" gap_ev="6.27 / 5.78"
Ti 11.09 12.64 19.19 -0.592
C 8.05 9.73 20.07 -1.775
C 9.13 10.19 19.33 -0.320
N 9.28 11.50 19.44 0.090
N 8.35 11.95 20.34 1.017
C 7.59 10.88 20.77 0.069
B 8.15 13.59 20.38 0.532
N 9.36 14.26 21.02 0.043
C 9.41 15.35 21.81 -0.124
C 10.73 15.80 21.86 -1.497
C 11.42 14.90 21.05 -0.203
N 10.59 13.99 20.59 0.904
N 8.23 13.98 18.85 0.162
C 7.13 14.04 18.09 -0.340
C 7.53 13.86 16.78 -2.048
C 8.92 13.73 16.83 -0.794
N 9.32 13.75 18.13 1.243
N 6.94 14.02 21.06 0.471
C 6.25 15.17 20.91 -0.270
C 5.11 15.16 21.68 -1.555
C 5.23 13.90 22.32 -0.434
N 6.27 13.19 21.89 -1.038
H 7.68 8.69 20.14 0.475
H 9.79 9.62 18.68 0.486
H 6.77 11.19 21.48 0.595
H 8.51 15.87 22.14 0.491
H 11.12 16.60 22.50 0.467
H 12.51 14.89 20.96 0.456
H 6.25 14.38 18.56 0.840
H 6.92 13.94 15.87 0.725
H 9.55 13.59 16.00 0.849
H 6.66 15.95 20.30 0.633
H 4.37 15.87 21.80 0.575
H 4.59 13.36 23.01 0.604
C 19.54 10.73 21.71 -1.345
C 18.15 11.25 21.23 0.889
C 17.30 10.41 20.48 -1.045
C 16.18 11.05 19.85 -0.106
C 15.83 12.36 20.13 -0.753
C 16.62 13.12 20.97 0.166
C 17.77 12.57 21.50 -0.890
S 14.55 13.05 19.15 1.013
O 14.60 12.50 17.82 -0.670
O 14.63 14.49 19.26 -0.674
N 13.03 12.60 19.73 0.897
C 12.79 11.96 20.94 1.057
C 13.46 11.98 22.21 -0.988
C 12.84 11.38 23.29 -0.595
C 11.64 10.64 23.10 -0.939
C 11.02 10.71 21.87 0.089
N 11.61 11.35 20.81 0.356
H 19.40 9.84 22.29 0.388
H 19.95 11.49 22.34 0.361
H 20.14 10.50 20.85 0.346
H 17.60 9.40 20.19 0.401
H 15.59 10.40 19.17 0.267
H 16.38 14.18 21.17 0.462
H 18.42 13.15 22.16 0.338
H 14.42 12.46 22.28 0.562
H 13.26 11.36 24.34 0.425
H 11.20 10.01 23.90 0.443
H 10.04 10.23 21.70 0.217
N 12.02 14.44 17.80 -0.063
C 11.69 14.85 16.48 -0.267
C 10.89 15.96 16.34 0.269
C 10.73 16.58 15.13 -0.926
C 11.21 16.00 13.99 -0.438
C 11.83 14.74 14.02 -1.001
C 12.10 14.17 15.32 -0.204
H 11.99 15.24 18.40 0.341
H 13.01 14.23 17.77 0.215
H 10.50 16.37 17.24 0.492
H 10.12 17.50 15.05 0.376
H 10.98 16.42 13.01 0.387
H 12.20 14.28 13.11 0.464
H 12.75 13.31 15.47 0.435
C 2.36 14.04 13.25 -0.452
C 3.67 13.90 12.80 -0.697
C 4.49 12.95 13.43 -0.436
C 3.97 12.18 14.49 0.182
C 2.65 12.37 14.92 -0.300
C 1.88 13.27 14.26 -0.798
Sb 5.18 10.91 15.58 1.487
C 4.49 11.17 17.59 0.244
C 4.47 10.10 18.49 -0.248
C 4.17 10.35 19.84 -0.726
C 3.85 11.62 20.27 -0.704
C 4.04 12.73 19.39 -0.522
C 4.35 12.52 18.06 -0.915
C 4.84 8.96 14.86 0.353
C 4.34 8.80 13.54 -0.295
C 4.29 7.56 12.96 -0.679
C 4.80 6.45 13.64 -0.448
C 5.19 6.56 14.99 -0.749
C 5.23 7.82 15.53 -0.142
H 1.77 14.79 12.78 0.427
H 4.10 14.49 12.05 0.460
H 5.55 12.85 13.19 0.409
H 2.25 11.83 15.72 0.599
H 0.87 13.47 14.55 0.434
H 4.67 9.06 18.17 0.229
H 4.15 9.50 20.48 0.526
H 3.50 11.81 21.29 0.395
H 3.95 13.74 19.80 0.671
H 4.45 13.29 17.32 0.871
H 4.01 9.66 12.98 0.430
H 3.93 7.48 11.98 0.454
H 4.81 5.47 13.19 0.392
H 5.67 5.76 15.55 0.381
H 5.63 8.00 16.53 0.171
C 13.33 10.32 15.84 -1.254
C 12.36 10.91 16.72 0.696
N 11.59 11.32 17.45 0.002
H 13.02 9.28 15.68 0.441
H 14.29 10.49 16.28 0.279
H 13.22 10.85 14.83 0.346